# 1
The following is a DFT calculation (ωB97M-V/def2-TZVPD) of an isolated molecule of C3H7NO in a non-equilibrium geometry.

XYZ file:
```
12
Properties=species:S:1:pos:R:3:forces:R:3
C 0.357 1.265 -0.724 1.074 1.023 -1.194
N -0.551 0.171 -0.825 -0.158 -1.424 0.294
C -0.053 -0.903 0.030 -0.129 0.442 0.511
C -0.345 -0.683 1.548 0.054 -1.516 -0.940
O -0.995 0.226 1.968 0.277 0.063 0.360
H 1.444 0.850 -0.674 -1.361 1.203 -0.150
H 0.074 1.779 0.186 0.556 0.381 0.250
H 0.204 1.995 -1.599 0.459 -1.107 1.283
H -0.620 -0.160 -1.775 0.003 -0.133 -0.063
H 1.028 -1.096 -0.133 -0.118 0.126 0.336
H -0.525 -1.847 -0.194 -0.441 -0.381 -0.138
H -0.019 -1.598 2.192 -0.218 1.323 -0.547
```
Positions in Å, forces in eV/Å.

Summary:
**Energy above the lowest of the compared OMol25 structures with the same formula, charge and spin**: 43.3 kcal/mol
**E_tot**: -248.45756 Ha
**Structure (SMILES)**: CNCC=O
**Charge**: 0
**E_HOMO**: -9.20 eV
**Orbital gap**: 10.21 eV

These are the Mulliken partial charges, in e, on atoms 1 to 8: C -0.74; N -0.40; C -0.58; C 0.07; O -0.43; H 0.24; H 0.25; H 0.30



# 2
The following is a DFT calculation (ωB97M-V/def2-TZVPD) of the ion C14H23N2O2 with charge +1.

XYZ file:
```
41
Properties=species:S:1:pos:R:3:forces:R:3
C -5.263 -1.105 -1.347 -0.082 -0.029 0.022
C -4.366 -0.233 -0.528 0.086 0.147 0.001
C -4.611 1.132 -0.428 -0.013 -0.046 0.002
C -3.810 1.934 0.363 0.008 -0.017 -0.022
C -2.741 1.391 1.053 0.181 -0.221 0.100
C -2.484 0.029 0.953 -0.067 0.350 -0.089
O -1.433 -0.463 1.718 -0.346 0.097 0.168
C -0.568 -1.419 1.152 0.488 0.001 -0.296
C 0.591 -0.665 0.476 -0.298 -0.637 -0.255
O 1.044 0.333 1.389 0.037 -0.047 0.288
C 1.751 -1.609 0.103 -0.466 0.222 0.161
N 2.970 -0.999 -0.356 -0.060 0.118 0.141
C 2.976 -0.253 -1.578 0.097 0.087 -0.099
C 2.648 1.253 -1.371 -0.120 -0.333 -0.677
N 2.928 1.602 0.042 -0.302 0.172 0.343
C 4.188 0.979 0.500 0.515 -0.365 0.244
C 3.942 -0.538 0.613 0.225 -0.200 0.006
C -3.296 -0.778 0.169 0.219 -0.097 0.143
H -6.189 -1.293 -0.804 -0.076 -0.060 -0.025
H -4.797 -2.063 -1.563 -0.010 -0.066 -0.050
H -5.523 -0.618 -2.285 -0.029 -0.024 -0.074
H -5.442 1.563 -0.965 -0.099 0.053 -0.071
H -4.015 2.991 0.445 -0.021 0.099 0.010
H -2.120 2.005 1.686 0.079 0.051 0.071
H -1.063 -2.078 0.437 0.008 0.023 0.052
H -0.184 -2.014 1.986 -0.019 0.010 -0.101
H 0.199 -0.163 -0.423 0.048 -0.077 0.084
H 0.268 0.561 1.935 0.091 0.125 -0.083
H 1.999 -2.218 0.974 -0.052 -0.056 -0.003
H 1.389 -2.280 -0.681 -0.056 -0.065 0.061
H 2.265 -0.694 -2.275 0.040 0.070 -0.066
H 3.973 -0.344 -2.020 -0.078 0.058 -0.109
H 1.600 1.471 -1.581 0.050 0.060 0.125
H 3.267 1.865 -2.029 -0.034 0.076 0.145
H 2.945 2.616 0.165 -0.031 -0.165 -0.002
H 2.148 1.192 0.648 0.187 0.432 -0.178
H 4.475 1.391 1.467 -0.050 0.079 -0.095
H 4.975 1.201 -0.223 -0.117 0.093 0.022
H 3.588 -0.782 1.614 0.043 0.030 -0.030
H 4.894 -1.060 0.454 0.017 0.162 0.136
H -3.122 -1.843 0.115 0.007 -0.108 -0.002
```
Positions in Å, forces in eV/Å.

Summary:
**Energy above the lowest of the compared OMol25 structures with the same formula, charge and spin**: 9.0 kcal/mol
**E_tot**: -807.01318 Ha
**Structure (SMILES)**: Cc1cccc(OC[C@@H](O)CN2CC[NH2+]CC2)c1
**Charge**: +1
**E_HOMO**: -11.26 eV
**Orbital gap**: 8.61 eV

These are the Mulliken partial charges, in e, on atoms 1 to 8: C -1.45; C 0.57; C -0.56; C -0.59; C -0.63; C 0.74; O -0.52; C -0.67



# 3
The following is a DFT calculation (ωB97M-V/def2-TZVPD) of an isolated molecule of C2H5N3S in a non-equilibrium geometry.

XYZ file:
```
11
Properties=species:S:1:pos:R:3:forces:R:3
H -3.347 1.106 1.166 -0.136 0.823 -0.200
N -3.378 0.111 1.041 1.664 -1.118 0.008
C -2.210 -0.342 0.731 -1.951 0.356 0.104
N -1.086 0.367 0.384 0.266 0.821 -0.267
C 0.110 -0.208 0.024 0.964 0.245 0.155
N 1.064 0.551 -0.386 -1.176 -1.004 0.319
S 2.475 -0.280 -0.810 0.423 -0.108 -0.104
H -2.107 -1.423 0.679 0.257 0.005 -0.068
H -1.114 1.378 0.185 -0.283 -0.796 0.365
H 0.178 -1.307 0.206 -0.054 0.736 -0.309
H 3.194 0.814 -1.073 0.025 0.039 -0.003
```
Positions in Å, forces in eV/Å.

Summary:
**Energy above the lowest of the compared OMol25 structures with the same formula, charge and spin**: 35.3 kcal/mol
**E_tot**: -641.62785 Ha
**Structure (SMILES)**: [H]/N=C\N/C=N/S
**Charge**: 0
**E_HOMO**: -8.41 eV
**Orbital gap**: 9.31 eV

These are the Mulliken partial charges, in e, on atoms 1 to 8: H 0.21; N -0.62; C 0.19; N -0.21; C 0.10; N -0.45; S -0.15; H 0.27



# 4
The following is a DFT calculation (ωB97M-V/def2-TZVPD) of a structure of composition C38H32N4O2PS4SbSeTa in a non-equilibrium geometry.

XYZ file:
```
84
Properties=species:S:1:pos:R:3:forces:R:3
Ta 1.317 1.663 -0.395 0.146 -0.444 -1.484
C 2.668 5.344 -0.980 -0.119 0.140 0.062
C 3.566 4.482 -0.145 -0.100 0.145 -0.231
C 4.798 5.022 0.216 0.138 -0.076 0.181
C 5.655 4.333 1.048 -0.126 -0.024 -0.111
C 5.231 3.115 1.554 -0.045 -0.148 0.012
C 3.994 2.626 1.177 -0.433 -0.181 0.306
N 3.199 3.264 0.305 -0.603 -1.025 -0.465
Sb 3.434 0.944 2.459 0.557 -0.454 0.042
C 4.003 -0.397 0.854 0.085 0.084 0.467
C 4.934 -1.376 1.158 -0.115 0.074 -0.073
C 5.416 -2.180 0.136 -0.028 0.034 -0.028
C 4.956 -1.943 -1.140 0.045 -0.061 0.132
C 4.016 -0.940 -1.388 0.010 -0.001 -0.140
C 3.575 -0.748 -2.805 0.066 -0.006 -0.099
N 3.536 -0.179 -0.386 -0.582 0.465 0.003
C 1.396 0.176 2.609 0.099 0.487 -0.069
C 1.343 -0.976 3.378 0.203 -0.033 -0.182
C 0.114 -1.349 3.896 -0.045 0.021 0.019
C -0.984 -0.542 3.659 0.008 -0.077 -0.048
C -0.852 0.587 2.859 -0.038 0.091 -0.029
C -1.990 1.542 2.667 0.035 -0.067 -0.102
N 0.334 0.916 2.324 0.124 -0.148 -0.125
H 3.227 5.735 -1.830 -0.032 -0.027 -0.035
H 1.783 4.841 -1.344 0.021 0.062 0.061
H 2.353 6.199 -0.377 0.049 0.002 0.043
H 5.066 6.002 -0.152 -0.062 0.010 -0.046
H 6.612 4.749 1.333 0.021 -0.005 -0.038
H 5.839 2.551 2.250 0.007 0.083 0.060
H 5.276 -1.486 2.178 0.044 -0.059 -0.017
H 6.148 -2.952 0.331 -0.007 -0.020 -0.016
H 5.322 -2.533 -1.969 -0.025 0.041 -0.051
H 4.387 -1.025 -3.475 0.025 -0.001 0.009
H 3.267 0.270 -3.013 0.046 -0.038 0.039
H 2.730 -1.403 -3.020 0.098 0.031 -0.025
H 2.246 -1.542 3.577 -0.055 -0.051 0.088
H 0.025 -2.227 4.522 -0.009 -0.057 -0.031
H -1.942 -0.778 4.101 -0.009 0.013 -0.033
H -2.916 1.125 3.059 0.005 0.018 -0.009
H -2.125 1.790 1.617 -0.029 -0.032 -0.048
H -1.764 2.469 3.199 -0.068 -0.005 0.016
O 1.115 0.112 -2.046 -0.032 0.535 0.524
C 0.252 -0.509 -1.377 -0.535 -0.637 -0.083
O 0.225 -0.225 -0.125 0.529 1.206 0.283
C -0.690 -1.458 -2.021 -0.319 0.023 -0.034
C -0.203 -2.083 -3.173 0.112 0.120 0.173
C -0.998 -2.944 -3.897 0.054 -0.075 -0.137
C -2.303 -3.170 -3.493 -0.096 -0.154 -0.056
C -2.811 -2.537 -2.376 0.107 0.079 0.177
C -2.031 -1.670 -1.612 0.689 0.294 -0.332
P -2.763 -0.842 -0.136 -0.014 -0.321 0.229
C -2.950 -2.434 0.781 -0.206 0.116 0.174
C -4.155 -2.980 1.211 0.020 -0.019 0.005
C -4.169 -4.115 2.014 0.010 -0.041 0.012
C -2.984 -4.740 2.365 -0.021 -0.036 0.039
C -1.780 -4.237 1.890 0.085 0.039 0.010
C -1.763 -3.088 1.119 -0.075 0.097 0.083
C -4.439 -0.400 -0.729 0.196 0.199 -0.124
C -4.614 0.022 -2.049 -0.021 -0.114 0.075
C -5.829 0.535 -2.475 -0.012 0.041 -0.003
C -6.891 0.635 -1.589 -0.021 0.020 -0.016
C -6.717 0.262 -0.265 0.000 0.039 0.042
C -5.492 -0.220 0.170 0.034 -0.102 0.003
H 0.811 -1.873 -3.486 -0.064 -0.031 -0.060
H -0.611 -3.430 -4.782 0.030 -0.003 -0.001
H -2.932 -3.849 -4.054 -0.015 0.015 -0.021
H -3.838 -2.713 -2.082 -0.006 -0.009 0.008
H -5.099 -2.539 0.922 0.031 0.024 0.016
H -5.115 -4.505 2.366 0.004 -0.032 -0.027
H -2.993 -5.611 3.006 -0.020 -0.029 -0.049
H -0.848 -4.733 2.132 -0.013 -0.006 0.019
H -0.818 -2.684 0.777 0.095 0.023 0.010
H -3.793 -0.062 -2.750 -0.012 0.043 -0.053
H -5.943 0.867 -3.498 -0.007 -0.045 -0.018
H -7.847 1.015 -1.923 0.004 0.014 -0.007
H -7.534 0.360 0.438 0.006 0.008 0.005
H -5.362 -0.467 1.216 -0.007 0.042 0.014
S 2.325 2.653 -2.508 -0.466 -0.366 1.574
S 0.880 2.434 -3.941 -0.360 -0.007 -0.284
S -0.678 3.367 -2.981 0.161 0.064 -0.180
S -1.092 1.996 -1.526 1.004 0.321 0.606
Se 0.172 3.669 0.857 -0.844 -0.111 -1.282
C 1.206 3.582 2.336 0.771 -0.036 0.684
N 1.905 3.434 3.245 -0.079 0.050 -0.002
```
Positions in Å, forces in eV/Å.

Summary:
**E_tot**: -6469.40113 Ha
**Charge**: +1
**E_HOMO**: -10.19 eV
**Orbital gap**: 5.63 eV

These are the Mulliken partial charges, in e, on atoms 1 to 8: Ta -0.03; C -1.58; C 0.77; C -0.85; C -0.72; C -0.67; C -0.29; N 0.65